The following is a quantum chemistry calculation of a molecular structure, C47H58Br4FN6O5P4SiY at a distorted geometry, from the Open Molecules 2025 dataset.

Computed properties:
* HOMO energy: -6.79 eV
* energy above the lowest of the compared OMol25 structures with the same formula, charge and spin: 68.69 kJ/mol
* E_LUMO: 0.2 eV
* orbital gap: 0.256 Ha

Structure (ORCA input):
```
! RIJCOSX wB97M-V def2-TZVPD def2/J DEFGRID3
* xyz 0 1
Y 0.300 0.248 -0.137
C 2.798 -2.539 2.464
N 1.480 -2.391 3.086
C 1.387 -1.403 4.172
P 0.093 -2.566 2.213
O -0.567 -1.417 1.542
O 0.481 -3.712 1.121
P 1.007 -3.429 -0.406
O 1.043 -1.989 -0.709
N 2.474 -4.144 -0.433
C 3.533 -3.560 -1.252
C 2.785 -5.396 0.233
N -0.056 -4.238 -1.377
C -0.027 -5.680 -1.549
C -1.386 -3.655 -1.537
N -0.908 -3.313 3.298
C -2.345 -3.292 3.065
C -0.440 -4.544 3.927
H 3.550 -2.442 3.247
H 2.998 -1.800 1.688
H 2.879 -3.536 2.033
H 2.151 -1.630 4.917
H 0.407 -1.481 4.644
H 1.532 -0.378 3.831
H 3.190 -2.615 -1.666
H 3.815 -4.233 -2.066
H 4.413 -3.360 -0.636
H 1.986 -5.658 0.925
H 3.713 -5.289 0.801
H 2.923 -6.215 -0.480
H 0.992 -6.047 -1.467
H -0.405 -5.927 -2.543
H -0.656 -6.189 -0.809
H -1.400 -2.640 -1.145
H -2.138 -4.245 -1.003
H -1.649 -3.614 -2.597
H -2.651 -2.300 2.744
H -2.854 -3.516 4.005
H -2.657 -4.036 2.320
H 0.630 -4.483 4.108
H -0.650 -5.425 3.310
H -0.950 -4.667 4.884
Br 5.940 1.653 4.097
C 4.207 1.633 3.345
C 3.182 2.360 3.926
Br 3.518 3.489 5.405
C 1.891 2.275 3.387
Br 0.441 3.204 4.168
C 1.607 1.476 2.287
O 0.406 1.333 1.769
C 2.675 0.778 1.645
O 2.399 0.074 0.575
C 3.948 0.864 2.203
Br 5.334 -0.058 1.301
N -3.009 1.605 -0.570
P -2.708 -0.009 -1.011
C -4.195 -0.892 -0.388
C -4.019 -1.968 0.473
C -5.115 -2.639 1.000
C -6.395 -2.243 0.649
C -6.579 -1.175 -0.222
C -5.486 -0.500 -0.737
C -3.153 0.049 -2.791
C -2.972 1.219 -3.522
C -3.278 1.252 -4.876
C -3.755 0.113 -5.505
C -3.903 -1.068 -4.790
C -3.594 -1.103 -3.440
P -1.961 2.071 0.722
C -2.432 3.831 0.835
C -2.484 4.472 2.069
C -2.810 5.818 2.143
C -3.086 6.532 0.986
C -3.015 5.903 -0.249
C -2.678 4.561 -0.327
C -2.888 1.398 2.174
C -4.280 1.489 2.217
C -4.994 0.893 3.242
C -4.331 0.215 4.256
C -2.948 0.140 4.238
C -2.232 0.722 3.198
H -3.969 1.934 -0.585
H -3.009 -2.262 0.726
H -4.968 -3.462 1.689
H -7.255 -2.768 1.043
H -7.581 -0.879 -0.509
H -5.631 0.330 -1.420
H -2.583 2.097 -3.023
H -3.133 2.163 -5.442
H -4.010 0.141 -6.557
H -4.261 -1.959 -5.291
H -3.712 -2.022 -2.876
H -2.270 3.916 2.972
H -2.849 6.307 3.107
H -3.353 7.580 1.046
H -3.217 6.460 -1.155
H -2.600 4.074 -1.292
H -4.819 2.030 1.447
H -6.075 0.963 3.253
H -4.894 -0.242 5.061
H -2.413 -0.369 5.032
H -1.156 0.651 3.172
C 1.505 3.782 0.127
Si 1.680 3.163 -1.646
C 3.557 3.190 -1.932
C 0.862 4.559 -2.646
N 0.925 1.617 -1.928
C 0.953 1.102 -3.203
C 1.616 1.663 -4.319
C 1.607 1.074 -5.571
C 0.922 -0.110 -5.811
C 0.241 -0.696 -4.756
C 0.277 -0.083 -3.529
F -0.417 -0.702 -2.505
H 1.685 4.861 0.120
H 2.258 3.342 0.782
H 0.522 3.620 0.571
H 3.956 4.154 -1.605
H 3.853 3.045 -2.972
H 4.043 2.410 -1.340
H 1.434 5.480 -2.507
H -0.151 4.743 -2.276
H 0.799 4.363 -3.718
H 2.158 2.590 -4.195
H 2.144 1.549 -6.383
H 0.924 -0.571 -6.789
H -0.322 -1.614 -4.872
*
```


The following is a quantum chemistry calculation of 3 unconnected molecules or ions with the total composition C7H15N2O at a distorted geometry, from the Open Molecules 2025 dataset.

Computed properties:
* HOMO energy: -13.33 eV
* energy above the lowest of the compared OMol25 structures with the same formula, charge and spin: 385.93 kJ/mol
* E_LUMO: -2.6 eV
* orbital gap: 0.395 Ha

Structure (ORCA input):
```
! RIJCOSX wB97M-V def2-TZVPD def2/J DEFGRID3
* xyz 1 1
C 1.231 -0.928 -0.061
C -2.663 -0.885 0.399
C -2.414 -0.375 -0.808
C -1.658 -0.389 1.354
C -1.344 0.580 -0.839
C -0.691 0.624 0.514
C 1.603 1.305 1.090
N 2.416 -1.478 -0.107
N 0.807 0.276 0.487
O 0.270 -1.696 -0.479
H 2.450 0.840 -2.890
H -3.485 -1.520 0.674
H -0.752 -1.302 -0.470
H 2.008 1.568 -2.635
H -2.850 -0.714 -1.773
H -1.883 0.141 2.308
H -0.964 -1.098 1.872
H -0.671 0.471 -1.800
H -1.909 1.532 -0.996
H -0.773 1.697 0.943
H 1.892 1.080 2.207
H 2.621 1.419 0.365
H 1.101 2.283 0.997
H 3.286 -0.978 -0.062
H 2.375 -2.452 -0.290
*
```


The following is a quantum chemistry calculation of 2 unconnected molecules or ions with the total composition C3H4N2S2 at a distorted geometry, from the Open Molecules 2025 dataset.

Computed properties:
* HOMO energy (spin up / spin down): -8.77 / -8.93 eV
* energy above the lowest of the compared OMol25 structures with the same formula, charge and spin: 376.13 kJ/mol
* E_LUMO (spin up / spin down): -0.8 / -1.4 eV
* orbital gap (spin up / spin down): 0.294 / 0.275 Ha

Structure (ORCA input):
```
! RIJCOSX wB97M-V def2-TZVPD def2/J DEFGRID3
* xyz 0 1
C 1.436 -1.000 0.285
C 1.966 0.211 -0.044
C -0.174 0.324 0.256
N 0.104 -0.924 0.460
N 0.813 1.138 -0.054
S -3.539 -0.784 0.021
S -2.915 1.066 0.239
H 1.974 -1.904 0.485
H 2.949 0.564 -0.222
H 0.509 2.166 -0.117
H -3.123 -0.858 -1.311
*
```


The following is a quantum chemistry calculation of a molecular structure, C35H74IN4O6 at a distorted geometry, from the Open Molecules 2025 dataset.

Computed properties:
* HOMO energy: -10.85 eV
* E_LUMO: -4.4 eV
* orbital gap: 0.238 Ha

Structure (ORCA input):
```
! RIJCOSX wB97M-V def2-TZVPD def2/J DEFGRID3
* xyz 1 1
C -0.613 -6.781 3.863
C 0.296 -6.588 2.647
C -0.135 -5.411 1.776
C 0.558 -5.388 0.405
C 0.420 -4.025 -0.283
C 0.584 -4.067 -1.822
C 1.935 -3.546 -2.316
C 2.121 -2.036 -2.088
C 3.583 -1.613 -2.210
C 3.797 -0.100 -2.077
C 3.009 0.670 -3.146
C 3.528 2.082 -3.435
C 3.634 3.047 -2.254
N 2.354 3.684 -1.766
I 1.283 2.401 -0.462
C 1.518 4.219 -2.898
C 0.519 3.254 -3.537
C -0.932 3.439 -3.086
C -1.904 2.660 -3.978
C -1.834 1.148 -3.720
C -2.483 0.792 -2.370
C -1.920 -0.484 -1.717
C -2.954 -1.206 -0.873
O -3.131 -0.448 0.338
C -3.979 -1.042 1.239
C -3.394 -2.134 2.089
O -5.128 -0.666 1.349
C 2.733 4.864 -0.909
O 3.560 4.415 0.091
C 3.987 5.484 0.972
C 2.933 5.778 2.038
H -0.294 -7.635 4.465
H -1.647 -6.947 3.551
H -0.599 -5.900 4.511
H 1.320 -6.436 3.006
H 0.291 -7.510 2.056
H -1.222 -5.445 1.650
H 0.112 -4.479 2.302
H 1.611 -5.641 0.573
H 0.134 -6.184 -0.214
H -0.573 -3.633 -0.045
H 1.181 -3.363 0.138
H 0.496 -5.114 -2.133
H -0.239 -3.539 -2.313
H 2.744 -4.094 -1.821
H 2.002 -3.741 -3.391
H 1.716 -1.763 -1.106
H 1.496 -1.527 -2.830
H 3.942 -1.932 -3.198
H 4.162 -2.149 -1.455
H 3.403 0.178 -1.091
H 4.861 0.143 -2.122
H 3.078 0.106 -4.084
H 1.953 0.664 -2.877
H 4.553 1.976 -3.805
H 2.963 2.515 -4.263
H 4.127 2.561 -1.414
H 4.266 3.889 -2.550
H 2.228 4.583 -3.644
H 0.978 5.090 -2.522
H 0.820 2.215 -3.416
H 0.546 3.445 -4.617
H -1.074 3.040 -2.078
H -1.204 4.495 -3.033
H -2.926 2.978 -3.763
H -1.685 2.858 -5.034
H -2.382 0.639 -4.520
H -0.815 0.748 -3.757
H -2.312 1.626 -1.687
H -3.561 0.663 -2.493
H -1.093 -0.233 -1.041
H -1.517 -1.187 -2.453
H -2.643 -2.231 -0.630
H -3.916 -1.270 -1.394
H -3.587 -1.909 3.138
H -2.328 -2.276 1.924
H -3.905 -3.073 1.862
H 1.811 5.337 -0.552
H 3.242 5.575 -1.581
H 4.897 5.123 1.450
H 4.250 6.364 0.378
H 2.923 6.829 2.326
H 1.940 5.480 1.695
H 3.156 5.191 2.931
C -5.610 4.631 -0.181
C -4.282 4.008 -0.538
O -3.571 4.469 -1.422
N -3.912 2.896 0.146
C -4.636 2.194 1.192
H -5.763 5.496 -0.818
H -6.424 3.924 -0.343
H -5.621 4.951 0.861
H -3.023 2.521 -0.144
H -4.046 2.169 2.110
H -4.845 1.168 0.882
H -5.577 2.691 1.400
C 6.886 2.725 2.694
C 6.833 3.977 3.538
O 6.206 4.970 3.185
N 7.509 3.971 4.707
C 8.303 2.901 5.286
H 6.298 2.890 1.795
H 7.912 2.494 2.406
H 6.471 1.874 3.235
H 7.435 4.836 5.220
H 7.897 2.611 6.255
H 9.333 3.229 5.426
H 8.303 2.032 4.637
C -6.580 -4.290 2.996
C -6.090 -5.719 2.949
O -5.117 -6.086 3.587
N -6.771 -6.587 2.156
C -7.939 -6.330 1.334
H -5.939 -3.731 3.670
H -6.533 -3.835 2.005
H -7.605 -4.238 3.363
H -6.395 -7.522 2.168
H -8.773 -6.957 1.651
H -7.723 -6.547 0.287
H -8.239 -5.291 1.416
*
```


For each record above, in turn, the calculated energy values are -14620.16739 -460.12595 -1022.47239 -2345.93305 hartree.